Entry 1:
ORCA calculation (the ωB97M-V functional and the def2-TZVPD basis) on C21H14ClF5NO4PSSm as an isolated structure in a non-equilibrium geometry.

Last column: Löwdin spin population.
Element x y z (Å)
H1 -4.2982 2.0584 -2.6462  0.0000
F1 1.4122 -3.6607 -3.4243  -0.0004
C1 -0.4645 0.6007 4.0435  0.0000
C2 -1.7800 4.0618 -1.6359  0.0000
C3 -2.6431 0.9871 3.1813  0.0001
C4 -0.9843 3.1372 -0.9589  -0.0002
H2 -3.4483 4.4522 -2.8070  0.0000
H3 -3.0053 0.9624 1.0603  0.0000
H4 0.2204 0.4628 4.8742  0.0000
O1 -2.8227 -3.4000 -1.5490  0.0003
C5 -1.7864 0.9131 4.2705  -0.0003
C6 3.3059 2.4538 -0.0869  0.0002
C7 3.9608 1.6559 -1.0363  -0.0006
H5 -0.0790 3.4980 -0.4484  0.0000
C8 -3.3367 2.3208 -2.1549  0.0000
C9 3.4073 0.5057 -1.5646  -0.0021
F2 3.8418 -4.8019 -2.2019  0.0000
H6 3.9395 -0.1204 -2.2167  -0.0001
C10 -2.4939 1.4199 -1.5401  -0.0001
S1 3.2543 -2.1999 3.8927  -0.0007
H7 -3.6897 1.1395 3.2827  0.0000
C11 2.5273 -5.1421 -2.1647  -0.0017
P1 -0.3004 0.5630 -0.0995  -0.0041
Sm1 1.0343 -2.0718 -0.5598  5.0629
Cl1 -2.6385 -2.8727 -0.1880  0.0003
H8 1.0028 0.3576 2.6117  0.0000
O2 -1.1810 -2.6516 0.1145  -0.0048
C12 1.6332 -3.9629 -2.0901  -0.0144
C13 -1.3113 1.8036 -0.9458  -0.0008
C14 -0.8981 0.6908 1.6069  -0.0002
H9 3.7589 3.3282 0.3736  0.0000
F3 2.3186 -6.0019 -3.2057  -0.0008
C15 2.8047 -2.1322 2.3496  0.0008
H10 -1.4972 5.1120 -1.6202  0.0000
C16 1.9817 2.1786 0.2047  -0.0001
C17 -2.2435 0.8080 1.8512  -0.0003
C18 2.0501 0.1291 -1.2168  -0.0198
C19 1.4662 1.0251 -0.3025  -0.0012
H11 1.3648 2.8644 0.8062  -0.0001
C20 -0.0456 0.5550 2.7252  -0.0002
H12 -2.2378 1.0113 5.2179  0.0000
F4 2.3590 -5.8480 -1.0048  0.0000
N1 2.2871 -2.2096 1.3078  -0.0116
H13 5.0312 1.9113 -1.2998  -0.0002
F5 0.3852 -4.4961 -1.6848  0.0008
H14 -2.8605 0.3559 -1.4933  0.0000
O3 -3.1390 -3.7854 0.7862  -0.0004
O4 -3.2435 -1.6101 -0.1160  -0.0002
C21 -2.9188 3.6443 -2.2975  0.0000

Values from the calculation:
- ⟨S²⟩ = 8.76
- calculated total energy (Ha) = -3521.2164
- HOMO level (spin up / spin down) (eV) = -6.16 / -6.18
- Kohn-Sham gap (spin up / spin down) (eV) = 8.06 / 8.67
- multiplicity = 6
- net charge = -1
- relative energy (zero: lowest compared OMol25 entry of this formula, charge and spin) (kcal/mol) = 16.9

Entry 2:
ORCA calculation (the ωB97M-V functional and the def2-TZVPD basis) on one molecule with the formula C21H14FN3O3S in a non-equilibrium geometry.

Last column: Löwdin charge in e.
Element x y z (Å)
H1 1.0187 0.8780 -0.4176  0.0809
H2 -1.6189 9.0878 2.0308  0.1206
C1 0.6853 -1.9161 0.2903  -0.6626
C2 0.9880 -3.8691 -0.4329  -0.2747
H3 -2.6871 10.6608 0.3452  0.1065
C3 0.3424 4.5594 2.0812  -0.1423
C4 -1.7829 8.7662 0.9983  0.0161
O1 0.4149 -3.1826 0.6258  0.0842
H4 2.1216 0.5520 0.8120  0.0972
H5 -2.3789 7.6730 -2.6762  0.1191
H6 -0.5424 -8.6756 1.2936  0.1153
C5 1.2674 -9.7963 -1.3914  -0.0988
N1 1.4989 -3.0630 -1.3035  0.0977
C6 0.4314 -9.8802 -0.2789  -0.0906
C7 0.7240 2.0607 1.2228  -0.0975
H7 -1.3194 6.0960 -1.0810  0.1213
C8 0.2742 -6.1346 0.3270  0.0542
C9 0.4623 -7.4809 -0.1441  -0.1906
C10 1.2410 -7.4186 -1.3100  -0.2159
C11 -2.6295 9.2104 -1.2615  -0.2381
C12 -2.2020 7.9453 -1.6373  -0.0052
C13 -1.4059 7.4433 0.6326  -0.1370
H8 2.0941 -5.7574 -2.2989  0.1638
H9 -0.3738 -5.9051 1.1767  0.1274
H10 1.6018 -10.7388 -1.8589  0.1085
H11 -0.1548 4.4875 3.0395  0.1268
C14 0.5127 3.1633 1.6573  0.0396
H12 0.1577 -10.8576 0.1395  0.1034
N2 1.3125 -1.7808 -0.8438  0.0523
C15 0.9174 -5.2909 -0.5611  -0.1660
H13 1.2979 5.0949 2.1886  0.1445
F1 -3.1946 10.0602 -2.1830  0.0411
H14 2.3235 -8.4561 -2.7838  0.1084
C16 -2.3809 9.6663 0.0702  0.0211
N3 1.5071 -6.0906 -1.5440  0.1388
O2 -0.4095 5.3506 1.1186  0.0148
C17 -1.6315 7.0645 -0.6923  -0.0001
S1 -0.0075 -0.5880 1.2639  0.9874
C18 -0.7348 6.5719 1.5899  -0.4503
O3 -0.4942 6.9690 2.7195  0.1008
C19 0.0357 -8.6910 0.3643  -0.0306
C20 1.0642 0.7860 0.6537  -0.4679
C21 1.6537 -8.5742 -1.9411  -0.0236

Values from the calculation:
- calculated total energy (Ha) = -1696.6125
- SMILES string = O=C(OCC#CCSc1nnc(-c2cc3ccccc3[nH]2)o1)c1ccc(F)cc1
- HOMO level (eV) = -8.16
- Kohn-Sham gap (eV) = 8.30
- relative energy (zero: lowest compared OMol25 entry of this formula, charge and spin) (kcal/mol) = 0.0

Entry 3:
ORCA calculation (the ωB97M-V functional and the def2-TZVPD basis) on C21H14GaN2O8S as an isolated structure.

Last column: Löwdin charge in e.
Element x y z (Å)
C1 -1.3120 -1.2246 0.2392  -0.0047
S1 -2.7003 4.0374 5.1883  0.3951
C2 -1.6349 3.4655 1.3084  -0.0462
H1 -3.1949 -3.6552 1.8993  0.1206
C3 -4.4913 -2.3230 -0.9327  -0.0373
C4 -2.9299 1.5556 1.9666  -0.0471
C5 -3.5851 -2.5541 0.1042  -0.2468
O1 2.7568 -3.6612 0.4407  0.0938
H2 -4.2457 -1.5989 -1.6981  0.1126
O2 5.8100 -0.1745 -2.0690  0.0947
O3 1.8723 3.0649 -0.4676  0.1186
C6 -3.0675 2.0949 3.2387  -0.0612
C7 2.8538 -1.4822 -0.5184  -0.1130
H3 -1.3156 4.9361 2.8343  0.1152
H4 4.7518 -2.3144 -1.0482  0.1402
H5 -3.6181 1.5696 4.0081  0.1043
O4 0.7540 1.4212 0.5781  -0.0068
C8 -5.9983 -3.9347 0.0169  -0.0929
H6 6.0446 0.7294 -2.3098  0.1196
O5 -3.6034 5.1607 4.9706  -0.3766
O6 -1.3501 4.4329 5.5706  -0.3789
C9 2.2551 -2.5617 0.3982  -0.5472
H7 4.1988 1.9453 -1.5716  0.1364
H8 -2.8203 1.0961 -0.5662  0.0741
N1 -2.0301 1.6624 -0.2898  0.0647
H9 -5.3421 -4.8790 1.8281  0.1025
Ga1 0.3833 -0.4238 0.4547  0.6609
C10 4.1165 -1.4414 -1.0601  0.0992
C11 1.6714 1.9041 -0.2187  -0.5135
N2 2.0914 -0.3963 -0.5280  0.0930
C12 -1.7776 3.9899 2.5818  -0.0581
C13 -2.3501 -1.8364 0.1590  -0.0810
H10 -6.3885 -2.8286 -1.7802  0.1005
C14 -5.1024 -4.1655 1.0510  -0.0816
C15 -2.2196 2.2429 0.9872  -0.3446
H11 -3.3751 0.5944 1.7305  0.0953
H12 -1.0463 3.9920 0.5651  0.1042
C16 -3.8990 -3.4830 1.0968  -0.0260
C17 4.5757 -0.2061 -1.5333  -0.2625
C18 2.5611 0.8093 -0.8122  -0.1225
C19 -5.6903 -3.0141 -0.9746  -0.0869
H13 -1.8406 2.3477 -1.0081  0.0858
C20 -2.4965 3.3149 3.5557  -0.2715
H14 -6.9389 -4.4691 -0.0140  0.0991
O7 -3.2687 2.9605 5.9897  -0.3848
O8 1.2643 -2.1045 1.0944  -0.0278
C21 3.8147 0.9564 -1.3592  0.0890

Values from the calculation:
- calculated total energy (Ha) = -3843.1933
- HOMO level (eV) = -4.90
- Kohn-Sham gap (eV) = 5.91
- net charge = -1
- relative energy (zero: lowest compared OMol25 entry of this formula, charge and spin) (kcal/mol) = 0.0

The lowest calculated total energy belongs to which entry? C21H14GaN2O8S

Look up the relative energy (zero: lowest compared OMol25 entry of this formula, charge and spin) of the first one. 16.9 kcal/mol

Look up the relative energy (zero: lowest compared OMol25 entry of this formula, charge and spin) of the second one. 0.0 kcal/mol